# 1
Below is a 3-piece molecular cluster, C19H37F2N4O7 overall, with properties calculated with the ωB97M-V functional and the def2-TZVPD basis.

Kohn-Sham gap = 9.56 eV
HOMO energy = -11.9 eV
Molar mass = 471.52 Da

```
! wB97M-V def2-TZVPD RIJCOSX def2/J DEFGRID3
* xyz 1 1
C -3.04 1.97 -1.88
O -3.70 1.11 -0.98
C -4.26 1.74 0.16
C -3.40 1.58 1.45
C -2.06 0.88 1.24
C -2.13 -0.66 1.08
C -1.52 -1.12 -0.25
C -1.15 -2.62 -0.41
C -1.56 -3.51 0.78
C -0.86 -4.89 0.77
C -0.39 -5.32 -0.61
N 0.48 -4.26 -1.24
C 0.33 -2.86 -0.69
C 1.01 -1.89 -1.66
C 2.40 -2.30 -2.21
N 3.13 -1.05 -2.40
N 3.07 -3.18 -1.27
N 2.36 -3.05 -3.48
H -3.03 1.49 -2.86
H -2.00 2.16 -1.57
H -3.56 2.93 -1.96
H -4.43 2.80 -0.05
H -5.24 1.28 0.31
H -3.24 2.56 1.90
H -3.98 1.00 2.18
H -1.55 1.31 0.37
H -1.42 1.11 2.10
H -1.61 -1.11 1.92
H -3.18 -0.97 1.12
H -2.23 -0.85 -1.03
H -0.64 -0.50 -0.42
H -1.69 -3.00 -1.30
H -2.64 -3.63 0.79
H -1.28 -3.02 1.71
H -1.54 -5.67 1.13
H -0.01 -4.89 1.45
H 0.20 -6.24 -0.56
H -1.23 -5.50 -1.29
H 0.27 -4.22 -2.23
H 1.48 -4.48 -1.15
H 0.90 -2.85 0.24
H 1.16 -0.97 -1.09
H 0.35 -1.63 -2.50
H 2.75 -0.55 -3.20
H 4.09 -1.28 -2.67
H 3.26 -2.70 -0.40
H 3.95 -3.50 -1.67
H 2.18 -4.04 -3.36
H 1.69 -2.67 -4.13
C 1.50 1.92 1.55
C 2.80 2.03 0.78
O 3.37 0.73 0.93
C 2.38 -0.13 1.20
O 2.49 -1.32 1.17
O 1.23 0.51 1.46
F 3.64 2.94 1.31
H 1.64 2.19 2.60
H 0.68 2.49 1.13
H 2.69 2.23 -0.28
C 1.04 6.35 0.80
C 1.45 7.23 1.97
O 0.96 6.51 3.09
C 0.84 5.21 2.75
O 0.64 4.32 3.50
O 0.99 5.06 1.41
F 0.85 8.44 1.93
H 0.04 6.63 0.46
H 1.74 6.35 -0.02
H 2.53 7.38 2.08
*
```

---

# 2
Below is a 3-piece molecular cluster, C19H37IN3O6P overall, with properties calculated with the ωB97M-V functional and the def2-TZVPD basis.

SMILES = CC[C@@H](I)C1=C(C)C(=O)C(COO)=C([PH2]=N)C1=O.COC[C@@H](C)N.COC[C@@H](C)N
Kohn-Sham gap = 6.06 eV
HOMO energy = -8.3 eV
Molar mass = 561.40 Da

```
! wB97M-V def2-TZVPD RIJCOSX def2/J DEFGRID3
* xyz 0 1
C 3.46 4.10 1.86
C 1.82 4.05 1.95
C 1.12 2.77 1.21
I 1.99 0.97 2.20
C -0.51 2.76 1.18
C -1.15 1.75 0.25
C -0.29 0.69 -0.68
C -2.81 1.59 0.11
O -3.40 0.72 -0.75
C -3.85 2.51 1.04
C -5.50 2.30 0.96
O -6.19 3.34 0.17
O -7.46 3.19 0.52
C -3.19 3.51 1.94
P -4.34 4.64 3.02
N -3.80 6.19 3.08
C -1.53 3.69 2.06
O -1.16 4.62 2.98
H 3.96 3.35 2.65
H 3.79 5.18 2.22
H 3.90 3.97 0.78
H 1.35 5.04 1.50
H 1.51 4.03 3.10
H 1.53 2.78 0.08
H -0.20 -0.39 -0.19
H -0.96 0.52 -1.66
H 0.73 1.11 -1.06
H -5.88 2.29 2.09
H -5.80 1.24 0.53
H -7.66 4.06 1.02
H -4.40 4.09 4.36
H -5.69 4.73 2.43
H -3.60 6.48 4.06
C 0.98 -1.72 -3.31
O -0.21 -0.97 -3.56
C -0.47 -0.72 -4.94
C -1.11 -1.91 -5.70
C -0.12 -3.03 -6.03
N -2.24 -2.48 -4.95
H 1.77 -1.48 -4.03
H 0.76 -2.79 -3.33
H 1.33 -1.47 -2.31
H -1.19 0.11 -4.96
H 0.43 -0.36 -5.45
H -1.49 -1.53 -6.65
H 0.11 -3.66 -5.17
H -0.53 -3.69 -6.80
H 0.82 -2.62 -6.41
H -2.95 -1.76 -4.83
H -1.91 -2.67 -4.00
C 5.29 -5.11 2.43
O 5.10 -3.82 1.87
C 3.90 -3.67 1.11
C 2.62 -3.44 1.96
C 2.11 -4.71 2.65
N 2.84 -2.41 2.98
H 4.90 -5.90 1.77
H 4.82 -5.16 3.41
H 6.36 -5.26 2.57
H 4.05 -2.77 0.49
H 3.77 -4.50 0.41
H 1.83 -3.10 1.29
H 2.69 -4.98 3.53
H 1.08 -4.57 2.98
H 2.12 -5.56 1.96
H 3.08 -1.53 2.51
H 3.69 -2.65 3.49
*
```

---

# 3
Below is C19H37N3 as an isolated structure, with properties calculated with the ωB97M-V functional and the def2-TZVPD basis.

Energy relative to the best compared isomer or geometry (same formula, charge and spin) = 394.9 kcal per mole
Kohn-Sham gap = 9.17 eV
HOMO energy = -8.4 eV
Molar mass = 307.53 Da

```
! wB97M-V def2-TZVPD RIJCOSX def2/J DEFGRID3
* xyz 0 1
C -3.22 -3.18 -0.05
C -4.21 -2.18 0.05
C -4.22 -1.27 1.08
C -5.34 -0.36 1.43
H -5.86 -0.81 2.24
H -6.22 -0.34 0.74
C -4.84 0.92 1.85
C -4.08 1.58 0.33
C -2.80 1.80 0.34
C -1.93 2.26 -0.75
H -2.08 3.60 -0.69
H -2.54 2.08 -1.77
C -0.48 1.71 -0.84
H -0.06 2.14 0.30
H 0.03 2.52 -1.56
C -0.34 0.40 -1.04
N 1.14 -0.02 -1.52
H 1.29 0.66 -2.31
C 2.25 0.44 -0.64
H 1.91 -0.28 0.38
C 3.44 -0.09 -1.28
N 4.38 -0.22 -0.02
C 4.97 1.03 0.49
H 4.07 1.52 1.01
C 5.95 0.75 1.33
N 7.16 -0.20 1.12
H 7.65 0.14 0.48
C 6.62 -1.25 0.42
H 7.36 -2.02 0.19
H 6.09 -2.05 1.27
C 5.63 -0.97 -0.74
H 5.21 -2.03 -1.25
H 6.19 -0.48 -1.46
H 6.30 1.37 2.00
H 5.38 -0.06 2.34
H 5.53 1.76 -0.27
H 3.35 -1.01 -1.89
H 3.81 0.70 -1.66
H 2.18 1.41 -0.19
C -0.82 -0.44 0.01
H -0.31 -1.64 -0.21
H -0.40 -0.25 1.11
H -1.88 -0.59 0.05
H -0.92 0.10 -2.03
H -2.28 1.67 1.26
C -4.77 1.74 -0.76
H -4.61 2.65 -1.16
H -4.65 0.88 -1.46
H -5.95 1.91 -0.57
H -5.66 1.82 2.03
H -4.00 1.02 2.46
H -3.55 -1.40 1.77
C -5.21 -2.14 -1.14
H -5.98 -1.42 -0.91
H -4.79 -2.30 -1.89
H -5.96 -3.00 -0.73
H -3.72 -4.24 -0.29
H -2.80 -2.98 -1.00
H -2.54 -3.07 0.72
*
```

---

# 4
Below is a 2-piece molecular cluster, C19H37N3O7 overall, with properties calculated with the ωB97M-V functional and the def2-TZVPD basis.

SMILES = [H]/N=C\C[C@@]1(OCCNC[C@H](C)O)OC(=O)O[C@@]1(COCC)CC(C)C.CC(N)=O
Kohn-Sham gap = 9.87 eV
HOMO energy = -9.3 eV
Molar mass = 419.52 Da

```
! wB97M-V def2-TZVPD RIJCOSX def2/J DEFGRID3
* xyz 0 1
H -1.14 0.60 -1.14
N -1.45 1.28 -1.86
C -0.74 1.02 -2.94
C 0.38 -0.11 -3.10
C 1.25 -0.40 -1.81
O 0.67 -1.06 -0.67
C 0.18 -2.39 -0.97
C -1.41 -2.58 -0.80
N -2.23 -1.71 -1.70
C -3.70 -1.80 -1.41
C -4.41 -0.40 -1.08
C -5.99 -0.59 -0.71
O -4.42 0.45 -2.29
O 2.39 -1.15 -2.38
C 3.41 -1.28 -1.36
O 4.32 -2.13 -1.27
O 3.13 -0.17 -0.50
C 2.13 0.76 -1.11
C 1.45 1.34 0.27
O 1.96 0.64 1.42
C 0.96 0.44 2.45
C 0.82 -1.15 2.68
C 3.09 1.70 -1.96
C 2.46 2.94 -2.73
C 1.99 2.62 -4.26
C 1.30 3.75 -1.99
H -0.96 1.67 -3.87
H 1.09 0.04 -3.99
H -0.20 -1.09 -3.34
H 0.66 -3.10 -0.19
H 0.45 -2.79 -2.00
H -1.69 -3.67 -1.07
H -1.77 -2.42 0.27
H -2.08 -2.02 -2.67
H -4.19 -2.22 -2.37
H -3.91 -2.57 -0.58
H -3.84 0.08 -0.22
H -6.63 -0.35 -1.63
H -6.23 -1.65 -0.36
H -6.22 0.21 0.07
H -3.92 -0.07 -2.96
H 0.31 1.38 0.19
H 1.82 2.43 0.36
H -0.03 0.98 2.26
H 1.37 0.88 3.43
H 1.63 -1.69 2.06
H -0.22 -1.55 2.42
H 0.97 -1.35 3.80
H 3.66 1.06 -2.74
H 3.92 2.11 -1.26
H 3.33 3.71 -2.87
H 2.42 1.62 -4.63
H 0.87 2.72 -4.41
H 2.47 3.42 -4.96
H 0.43 3.11 -1.61
H 1.78 4.22 -1.04
H 0.91 4.65 -2.60
C 1.18 -1.92 7.90
C 0.32 -0.90 7.19
N 0.73 0.39 7.27
O -0.70 -1.20 6.58
H 1.54 -2.64 7.17
H 0.58 -2.42 8.66
H 2.03 -1.45 8.39
H 1.56 0.68 7.76
H 0.17 1.09 6.80
*
```

---

# 5
Below is C19H37N4OPdSSi as an isolated structure, with properties calculated with the ωB97M-V functional and the def2-TZVPD basis.

Energy relative to the best compared isomer or geometry (same formula, charge and spin) = 42.0 kcal per mole
Kohn-Sham gap (spin up / spin down) = 9.45 / 4.51 eV
HOMO energy (spin up / spin down) = -17.7 / -18.2 eV
Molar mass = 504.11 Da

```
! wB97M-V def2-TZVPD RIJCOSX def2/J DEFGRID3
* xyz 3 5
Pd -0.52 0.16 -0.32
C -3.65 1.16 -0.89
C -2.97 1.24 -2.26
N -1.78 0.37 -2.36
C -2.05 -0.98 -2.89
C -2.85 -1.83 -1.91
S -2.02 -1.91 -0.29
C -3.33 -1.37 0.87
C -3.26 0.11 1.28
N -2.69 0.95 0.22
H -4.36 0.34 -0.88
H -4.22 2.07 -0.73
H -2.66 2.26 -2.47
H -3.69 0.97 -3.04
H -1.10 0.82 -2.97
H -1.09 -1.46 -3.10
H -2.61 -0.92 -3.83
H -2.91 -2.85 -2.29
H -3.86 -1.46 -1.78
H -3.20 -1.99 1.76
H -4.28 -1.65 0.42
H -2.64 0.23 2.16
H -4.26 0.44 1.55
H -2.43 1.85 0.62
C -0.87 3.95 -1.39
C 0.48 3.32 -1.41
C 1.56 4.09 -1.91
C 2.86 3.61 -1.80
C 3.06 2.40 -1.18
C 1.94 1.62 -0.77
N 0.66 2.11 -0.92
N 2.00 0.43 -0.22
Si 3.31 -0.59 0.32
C 3.09 -2.15 -0.72
C 5.16 0.02 0.03
C 3.38 -0.62 2.23
H -0.81 4.93 -0.91
H -1.57 3.33 -0.83
H -1.24 4.13 -2.40
H 1.36 5.06 -2.35
H 3.69 4.20 -2.16
H 4.06 2.02 -1.02
H 3.56 -2.01 -1.69
H 2.03 -2.36 -0.88
H 3.56 -3.01 -0.25
H 5.33 0.14 -1.04
H 5.80 -0.78 0.42
H 5.33 0.94 0.59
H 2.72 -1.39 2.63
H 3.11 0.35 2.63
H 4.40 -0.85 2.55
C -0.15 -2.17 3.78
C -0.25 -3.32 2.77
C 0.51 -2.77 1.58
O 0.24 -1.35 1.56
C -0.05 -0.92 2.91
H 0.75 -2.28 4.40
H -1.00 -2.13 4.45
H -1.29 -3.53 2.50
H 0.20 -4.24 3.14
H 0.21 -3.20 0.62
H 1.58 -2.93 1.70
H -0.99 -0.36 2.90
H 0.73 -0.23 3.24
*
```

---

# 6
Below is C19H37O5PPdS2Si2Te as an isolated structure, with properties calculated with the ωB97M-V functional and the def2-TZVPD basis.

Energy relative to the best compared isomer or geometry (same formula, charge and spin) = 46.5 kcal per mole
Kohn-Sham gap (spin up / spin down) = 6.22 / 5.75 eV
HOMO energy (spin up / spin down) = -11.1 / -11.1 eV
Molar mass = 730.80 Da

```
! wB97M-V def2-TZVPD RIJCOSX def2/J DEFGRID3
* xyz 1 2
Pd 0.81 -0.58 0.48
C 3.27 -4.12 3.45
C 4.42 -3.16 3.24
O 3.97 -1.79 2.97
P 2.86 -1.36 1.96
S 2.73 -1.64 -0.15
S 0.97 -1.38 2.65
O 3.19 0.20 1.88
C 4.52 0.67 1.55
C 4.43 1.66 0.42
H 3.67 -5.09 3.76
H 2.70 -4.26 2.53
H 2.59 -3.76 4.23
H 5.06 -3.47 2.42
H 5.03 -3.06 4.14
H 5.16 -0.17 1.29
H 4.92 1.13 2.45
H 3.97 1.21 -0.46
H 5.43 2.01 0.15
H 3.83 2.53 0.71
C -0.19 -4.02 -0.34
Si -1.84 -3.75 -1.17
C -2.21 -5.17 -2.31
C -3.15 -3.53 0.15
C -1.81 -2.19 -2.27
Te -0.75 -0.43 -1.73
C -2.24 0.20 -0.37
Si -3.59 1.32 -1.13
C -3.87 0.85 -2.92
C -2.94 3.06 -1.01
C -5.14 1.02 -0.14
H -0.15 -5.02 0.09
H -0.05 -3.31 0.49
H 0.65 -3.91 -1.02
H -2.30 -6.10 -1.73
H -1.42 -5.31 -3.04
H -3.15 -5.03 -2.85
H -3.44 -4.50 0.55
H -4.05 -3.05 -0.23
H -2.78 -2.93 0.99
H -2.84 -1.84 -2.42
H -1.40 -2.46 -3.24
H -1.73 0.75 0.42
H -2.66 -0.72 0.05
H -2.93 0.75 -3.48
H -4.46 1.62 -3.43
H -4.42 -0.09 -3.02
H -1.97 3.14 -1.52
H -2.80 3.36 0.03
H -3.62 3.77 -1.48
H -5.51 0.00 -0.28
H -5.93 1.70 -0.46
H -4.98 1.18 0.92
O 0.40 3.63 -2.23
C 0.82 4.26 -1.09
C 1.09 5.62 -1.07
C 1.49 6.24 0.10
C 1.62 5.50 1.27
C 1.34 4.15 1.26
C 0.95 3.51 0.08
C 0.73 2.05 0.13
O 0.28 1.52 1.17
O 1.02 1.32 -0.87
H 0.39 4.27 -2.95
H 0.98 6.20 -1.99
H 1.71 7.30 0.09
H 1.94 5.99 2.19
H 1.42 3.56 2.16
*
```